61
Properties=species:S:1:pos:R:3 method="wB97M-V/def2-TZVPD" gap_ha=0.2770 charge=0 fmax_ev_per_a=1.1 multiplicity=1
H 0.53 0.47 -2.12
N 0.85 1.06 -1.37
C 0.36 0.86 -0.21
C 0.83 1.67 0.91
C 1.78 2.82 0.76
O 2.29 3.33 1.75
N 1.98 3.27 -0.49
C 2.94 4.29 -0.79
C 4.19 3.72 -1.48
C 4.82 2.55 -0.70
C 4.35 1.32 -1.47
C 4.26 1.87 -2.89
O 3.83 3.21 -2.76
C 0.44 1.38 2.17
C -0.45 0.32 2.44
C -0.83 0.00 3.78
O -0.47 0.55 4.80
N -1.77 -1.09 3.88
C -2.18 -1.45 5.13
C -3.06 -2.47 5.31
C -3.55 -3.16 4.18
C -3.15 -2.81 2.93
C -3.64 -3.50 1.69
C -2.23 -1.74 2.76
N -1.85 -1.41 1.55
C -0.97 -0.41 1.36
N -0.61 -0.12 0.08
C -1.28 -0.87 -0.98
C -2.03 0.01 -1.98
C -2.86 -0.88 -2.89
C -1.98 -1.90 -3.60
C -1.24 -2.77 -2.59
C -0.38 -1.90 -1.67
H 1.63 2.68 -1.25
H 3.23 4.77 0.14
H 2.49 5.03 -1.46
H 4.91 4.54 -1.62
H 5.91 2.62 -0.73
H 4.50 2.55 0.34
H 3.37 1.01 -1.13
H 5.04 0.48 -1.40
H 5.24 1.85 -3.39
H 3.54 1.35 -3.52
H 0.82 1.97 3.00
H -1.75 -0.87 5.93
H -3.37 -2.74 6.30
H -4.25 -3.97 4.32
H -4.16 -2.79 1.06
H -4.30 -4.32 1.95
H -2.79 -3.88 1.13
H -2.05 -1.45 -0.44
H -1.35 0.61 -2.59
H -2.67 0.71 -1.44
H -3.38 -0.26 -3.63
H -3.62 -1.40 -2.30
H -2.59 -2.53 -4.25
H -1.26 -1.38 -4.23
H -0.61 -3.49 -3.11
H -1.97 -3.33 -1.99
H 0.41 -1.43 -2.26
H 0.10 -2.52 -0.91